C12H27F2NO13P2S2 | ωB97M-V/def2-TZVPD

XYZ file:
```
59
Properties=species:S:1:pos:R:3:forces:R:3:nbo_charge:R:1
O -2.162 5.420 -0.902 -0.0756 0.0542 -0.0279 -1.0666
P -3.312 4.833 -0.211 0.4834 0.1054 0.0751 2.0639
O -3.497 5.181 1.323 0.1038 0.0064 -0.0115 -0.9929
O -4.753 5.246 -0.773 0.0611 -0.1358 0.2501 -0.9901
P -3.197 2.661 -0.561 -0.6063 -0.7364 -0.7265 0.4450
N -3.123 1.792 1.032 0.2652 1.4175 0.3547 -1.1926
S -4.409 2.188 2.042 0.0394 -0.1851 -0.2020 2.5520
O -4.010 2.843 3.224 0.0081 0.0174 -0.0367 -0.8629
O -5.415 2.696 1.182 0.0356 0.0261 0.0245 -0.8957
F -4.829 0.760 2.436 -0.0751 -0.1970 0.0852 -0.4491
S -1.640 1.564 1.756 -0.7885 -1.6155 0.2148 2.5535
O -0.829 0.885 0.819 0.3301 0.6304 -0.1677 -0.8912
O -1.881 1.005 3.033 0.2440 0.3078 0.1201 -0.8850
F -1.110 3.004 1.940 0.0312 0.1060 -0.1240 -0.4501
H -4.378 5.489 1.567 -0.0956 -0.0246 0.0432 0.5292
H -4.826 5.085 -1.718 -0.1124 0.0917 -0.2069 0.5175
H -1.822 2.594 -0.817 0.1057 0.1517 0.3012 0.0117
O -2.073 0.265 -2.090 0.1461 -0.0409 0.0596 -0.6025
C -1.152 0.485 -2.836 -0.1303 -0.1183 -0.1297 0.8091
O -1.440 1.019 -4.039 0.0326 0.1267 0.0792 -0.5043
C -0.427 1.449 -4.960 0.0284 -0.0407 -0.0799 -0.0684
C 0.093 0.306 -5.805 -0.0310 -0.0515 0.0388 -0.6384
C 0.277 0.163 -2.482 0.0896 0.1244 0.1444 -0.7546
H 0.374 1.967 -4.432 -0.0088 -0.0018 0.0102 0.1746
H -0.930 2.188 -5.582 -0.0186 -0.0185 0.0003 0.1971
H 0.587 -0.452 -5.198 0.0206 0.0175 -0.0002 0.2163
H 0.810 0.681 -6.537 -0.0033 0.0039 -0.0051 0.2183
H -0.729 -0.172 -6.336 0.0072 0.0098 -0.0118 0.2229
H 0.479 -0.886 -2.708 -0.0907 -0.0138 -0.0461 0.2642
H 0.395 0.308 -1.411 -0.0540 -0.0793 0.0219 0.2501
H 1.011 0.774 -2.999 0.0137 -0.0492 -0.0302 0.2200
O -0.359 -3.715 -2.636 -0.0462 0.0042 -0.0375 -0.5865
C 0.153 -3.682 -1.549 0.1954 0.0138 0.0356 0.7982
O 1.463 -3.985 -1.448 -0.1747 0.0048 -0.1148 -0.5080
C 2.219 -3.771 -0.245 -0.1462 -0.0892 0.1423 -0.0774
C 2.085 -4.923 0.728 -0.0504 -0.0694 -0.1019 -0.6395
C -0.639 -3.343 -0.308 0.0186 0.1811 -0.0250 -0.7479
H 1.957 -2.814 0.206 -0.0555 -0.3289 -0.1996 0.2008
H 3.246 -3.680 -0.590 -0.0417 0.0369 0.0203 0.2040
H 1.060 -5.039 1.080 -0.0009 0.0136 0.0278 0.2017
H 2.727 -4.754 1.593 0.0228 0.0103 -0.0012 0.2175
H 2.385 -5.856 0.250 0.0169 -0.0218 0.0281 0.2163
H -1.126 -4.253 0.044 -0.0009 -0.0020 0.0081 0.2424
H -1.407 -2.626 -0.593 -0.0453 -0.0543 -0.0257 0.2552
H -0.050 -2.923 0.503 0.0316 -0.0598 0.0106 0.2171
O 3.291 -1.349 0.605 0.2559 0.4310 0.1379 -0.5920
C 3.207 -0.785 1.664 0.0102 -0.0359 0.2214 0.8054
O 4.176 -0.996 2.579 -0.0068 0.0641 -0.1391 -0.5032
C 4.246 -0.265 3.810 -0.0017 0.0257 0.1086 -0.0695
C 3.375 -0.872 4.888 -0.0317 -0.0637 -0.0616 -0.6378
C 2.017 0.075 2.011 0.1734 0.2225 -0.1022 -0.7495
H 4.016 0.788 3.643 -0.0103 -0.0117 -0.0239 0.1757
H 5.296 -0.322 4.093 -0.0052 -0.0188 -0.0125 0.2002
H 2.319 -0.836 4.621 0.0007 0.0333 0.0151 0.2096
H 3.508 -0.330 5.825 0.0089 -0.0008 0.0002 0.2218
H 3.648 -1.915 5.048 0.0094 0.0086 0.0174 0.2206
H 1.216 -0.573 2.367 -0.0213 0.0008 0.0100 0.2491
H 1.681 0.559 1.099 -0.0583 -0.0995 -0.0274 0.2542
H 2.206 0.844 2.755 -0.0028 -0.0832 0.0720 0.2207
```
Positions in Å, forces in eV/Å.

Output
* HOMO level: -9.820 eV
* gap between HOMO and LUMO: 9.853 eV
* LUMO level: 0.0 eV
* maximum force: 0.0352 hartree/bohr
* energy: -86673.95483 eV